C2H2Br3P | wB97M-V/def2-TZVPD

## Properties
E_LUMO: -0.50 eV
structure (SMILES): C#CP(Br)Br.Br
energy: -8140.76985 Eh
maximum force: 0.047 Eh/bohr
Kohn-Sham gap: 9.571 eV
energy relative to the best compared isomer or geometry (same formula, charge and spin): 26.9 kcal per mole

Atoms and positions in Å:
C (-0.27, -2.12, 0.07)
C (0.49, -1.98, -0.88)
P (1.54, -2.24, -2.33)
Br (0.62, 1.97, 0.29)
Br (2.03, -0.07, -2.72)
Br (-0.27, -2.41, -3.76)
H (0.06, 2.53, 1.44)
H (-0.97, -2.33, 0.84)

These are the Mulliken partial charges, in e, on atoms 1 to 4: number 1, C, carries 0.2187; number 2, C, carries -0.4123; number 3, P, carries 0.0866; number 4, Br, carries -0.2218

---

C2H2BrClOS | wB97M-V/def2-TZVPD

## Properties
E_LUMO: -0.95 eV
energy: -3584.92410 Eh
maximum force: 0.054 Eh/bohr
Kohn-Sham gap: 8.360 eV
energy relative to the best compared isomer or geometry (same formula, charge and spin): 60.3 kcal per mole

Atoms and positions in Å:
C (-0.66, 1.58, -0.05)
C (0.24, -1.20, -0.07)
O (-1.03, 1.62, -1.14)
S (1.82, -1.91, -0.23)
Cl (-1.86, 1.26, 1.30)
Br (-1.18, -2.46, 0.23)
H (0.35, 1.83, 0.13)
H (2.32, -0.72, -0.18)

These are the Mulliken partial charges, in e, on atoms 1 to 4: number 1, C, carries 0.0525; number 2, C, carries -0.0237; number 3, O, carries -0.2872; number 4, S, carries -0.0416

---

C2H2BrF2NO | wB97M-V/def2-TZVPD

## Properties
E_LUMO: 0.36 eV
energy: -2981.04076 Eh
maximum force: 0.068 Eh/bohr
Kohn-Sham gap: 9.441 eV
energy relative to the best compared isomer or geometry (same formula, charge and spin): 82.8 kcal per mole

Atoms and positions in Å:
C (-1.87, -0.79, 0.35)
C (1.84, 1.12, -0.88)
N (-2.46, -0.12, 1.11)
O (-1.15, -1.29, -0.42)
F (3.13, 1.39, -0.65)
F (1.16, 1.40, 0.23)
Br (1.98, -1.23, -0.53)
H (0.53, -1.16, -0.42)
H (-3.16, 0.68, 1.22)

These are the Mulliken partial charges, in e, on atoms 1 to 4: number 1, C, carries 0.5675; number 2, C, carries 0.0490; number 3, N, carries -0.3630; number 4, O, carries -0.5051

---

C2H2BrIO | wB97M-V/def2-TZVPD

## Properties
E_LUMO (alpha / beta): -0.24 / -2.20 eV
energy: -3024.22843 Eh
maximum force: 0.033 Eh/bohr
Kohn-Sham gap (alpha / beta): 8.932 / 5.886 eV
energy relative to the best compared isomer or geometry (same formula, charge and spin): 70.3 kcal per mole

Atoms and positions in Å:
C (0.34, -2.04, -0.74)
C (-0.54, 1.20, 0.70)
O (0.56, -2.72, -1.64)
Br (-1.68, 1.27, -0.69)
I (1.90, -0.58, -0.03)
H (-0.89, 0.99, 1.67)
H (0.30, 1.88, 0.72)

These are the Mulliken partial charges, in e, on atoms 1 to 4: number 1, C, carries 0.1757; number 2, C, carries -0.7920; number 3, O, carries -0.1935; number 4, Br, carries -0.0378